67
Properties=species:S:1:pos:R:3:lowdin_charge:R:1 method="wB97M-V/def2-TZVPD" multiplicity=1 total_charge=+3 homo_lumo_gap_ev=4.4
In 0.25570 -1.19434 -0.15155 0.421
P -1.64321 -2.56691 1.28572 0.748
P 1.52889 -2.31931 -2.12536 0.717
P -1.57235 0.05248 -1.24934 0.692
H 2.29612 1.85815 2.35719 0.036
C 1.58901 2.45077 2.95860 -0.098
C 0.80528 1.79397 3.82569 -0.067
H 1.01630 0.74665 4.12146 0.041
C -1.12266 -3.45571 2.78952 -0.245
C -2.35564 -3.89696 0.24359 -0.234
C -3.12348 -1.70729 1.93558 -0.229
C 2.77547 -1.16043 -2.79523 -0.216
C 2.51405 -3.80122 -1.72951 -0.233
C 0.48855 -2.77951 -3.56050 -0.219
C -2.30273 1.18438 -0.04114 -0.252
C -2.98987 -0.83351 -1.96927 -0.194
C -0.90220 0.99759 -2.64604 -0.247
H 1.45245 3.50836 2.68373 0.056
H -0.10692 2.23133 4.22140 0.056
H -0.67451 -2.72658 3.47747 0.058
H -0.34809 -4.18778 2.51913 0.032
H -1.99538 -3.93136 3.27505 0.085
H -1.56131 -4.59634 -0.05622 0.056
H -2.80426 -3.48570 -0.67260 0.039
H -3.12576 -4.45390 0.79959 0.082
H -2.79043 -0.95110 2.66264 0.072
H -3.77007 -2.43109 2.45843 0.084
H -3.70617 -1.21322 1.14592 0.034
H 3.23495 -1.58312 -3.69661 0.083
H 3.55327 -0.96609 -2.04681 0.067
H 2.30993 -0.20143 -3.04937 0.055
H 3.22124 -4.00105 -2.54203 0.084
H 1.85776 -4.67060 -1.61319 0.065
H 3.07651 -3.65321 -0.80100 0.032
H 1.09999 -3.33870 -4.28363 0.083
H 0.07634 -1.87613 -4.03274 0.050
H -0.33881 -3.41115 -3.20649 0.056
H -2.67528 2.05853 -0.58300 0.077
H -1.56158 1.48661 0.70526 0.021
H -3.11641 0.68003 0.48464 0.041
H -3.58294 -0.07046 -2.49233 0.093
H -3.59783 -1.31316 -1.19504 0.045
H -2.65251 -1.59629 -2.68119 0.062
H -1.70187 1.68314 -2.95992 0.084
H -0.64652 0.32372 -3.47736 0.053
H -0.01565 1.58332 -2.36696 0.005
C 0.31545 5.15643 -0.47271 -0.590
C 0.69885 5.77707 -1.69893 -0.110
C 0.63407 7.16302 -1.84397 -0.068
C 0.17737 7.99659 -0.80151 -0.044
C -0.19859 7.39075 0.40319 -0.069
C -0.12921 6.00179 0.57521 -0.105
S 0.22518 3.38714 -0.35679 0.787
H 1.15123 2.93815 0.58031 -0.134
H 1.07265 5.17832 -2.53971 0.103
H 0.92484 7.62008 -2.79212 0.116
H 0.05690 9.08248 -0.94198 0.125
H -0.55100 8.01621 1.22779 0.117
H -0.39157 5.56954 1.54643 0.102
N 2.10462 -4.06052 1.91703 0.133
C 2.46652 -2.83045 2.36450 -0.808
N 2.72500 -2.74450 3.68071 0.164
S 2.46235 -1.40926 1.39475 0.644
H 2.32835 -4.87592 2.47985 0.145
H 1.97011 -4.23817 0.92775 0.084
H 2.99228 -1.86684 4.09167 0.124
H 2.59722 -3.51728 4.33237 0.152

74
Properties=species:S:1:pos:R:3:lowdin_charge:R:1 method="wB97M-V/def2-TZVPD" multiplicity=1 total_charge=-1 homo_lumo_gap_ev=7.5
C -5.42078 3.77497 -1.50059 -0.120
C -4.58377 4.05770 -0.25348 -0.276
C -3.90904 2.81818 0.33588 -0.241
C -3.07918 2.00874 -0.67862 -0.233
C -3.76763 0.71488 -1.16249 -0.223
B -3.38563 -0.64444 -0.35903 -1.006
Cl -3.55727 -0.36290 1.52254 0.555
C -1.92380 -1.26432 -0.77553 -0.193
C -0.65250 -0.76981 -0.09760 -0.283
O -0.50460 -1.37001 1.19124 -0.233
Si 0.33012 -0.55024 2.34916 0.407
C 0.35428 -1.67430 3.85223 -0.158
C -0.46825 1.09040 2.79959 -0.159
C 2.10550 -0.22287 1.78392 -0.149
P -4.77211 -1.98007 -0.82554 0.506
O -6.13826 -1.49143 -1.12009 -0.336
O -4.78728 -3.19600 0.25951 -0.191
O -4.16897 -2.90909 -2.06750 -0.207
H -6.04259 4.63428 -1.76319 0.059
H -6.07405 2.91539 -1.33765 0.074
H -4.79539 3.54386 -2.36507 0.064
H -5.23872 4.49779 0.50638 0.095
H -3.82146 4.81326 -0.47674 0.098
H -4.66473 2.16989 0.78385 0.089
H -3.26311 3.13527 1.16096 0.097
H -2.86046 2.65680 -1.53734 0.096
H -2.10820 1.78066 -0.23344 0.073
H -3.52523 0.56266 -2.22578 0.093
H -4.85144 0.86619 -1.13985 0.074
H -1.90490 -2.35824 -0.68261 0.088
H -1.79917 -1.04679 -1.84962 0.089
H 0.22827 -1.03813 -0.69654 0.109
H -0.65853 0.32455 -0.01326 0.094
H 0.26915 -1.07188 4.76035 0.020
H 1.28317 -2.24600 3.91143 0.016
H -0.48967 -2.36542 3.82129 0.032
H -0.86870 1.05434 3.81498 0.026
H 0.25798 1.90630 2.75069 0.021
H -1.29849 1.33085 2.13317 -0.008
H 2.79282 -0.66213 2.51188 0.013
H 2.29949 0.85228 1.77790 0.019
H 2.32219 -0.62100 0.79196 0.025
H -4.37452 -3.99126 -0.10460 0.059
H -3.69504 -2.33919 -2.68893 0.050
C 1.66331 -1.13487 -7.34847 -0.069
C 0.24029 -0.81018 -6.94998 -0.215
O -0.44663 -1.96105 -6.43226 0.031
C -0.16122 -2.26432 -5.16112 -0.613
O 0.59273 -1.65655 -4.44620 0.123
O -0.85427 -3.34749 -4.82778 0.008
C -0.68448 -3.76585 -3.46477 -0.020
H 1.67985 -1.95914 -8.06264 0.079
H 2.12228 -0.26261 -7.81592 0.077
H 2.25489 -1.41015 -6.47695 0.074
H -0.35146 -0.51401 -7.81436 0.121
H 0.20654 -0.01181 -6.20948 0.123
H -0.91024 -2.95210 -2.77916 0.070
H 0.33659 -4.10702 -3.29993 0.098
H -1.38529 -4.58170 -3.31909 0.097
C 8.27225 1.82908 3.28219 -0.067
C 6.83028 2.27570 3.37700 -0.210
O 5.94157 1.16522 3.58501 0.037
C 5.87538 0.71032 4.83392 -0.614
O 6.46946 1.15297 5.78518 0.115
O 5.03801 -0.32367 4.85419 0.003
C 4.88592 -0.94927 6.13148 -0.034
H 8.38605 1.07793 2.50007 0.081
H 8.90514 2.68267 3.03628 0.078
H 8.61144 1.40918 4.22794 0.074
H 6.49122 2.71310 2.44019 0.123
H 6.68768 3.00097 4.17748 0.122
H 4.62389 -0.21482 6.88988 0.095
H 5.80688 -1.45568 6.41708 0.096
H 4.08247 -1.66856 6.00643 0.093

76
Properties=species:S:1:pos:R:3:lowdin_charge:R:1 method="wB97M-V/def2-TZVPD" multiplicity=1 homo_lumo_gap_ev=10.6 smiles="CCOP(=O)(OCC)OCC.CCOP(=O)(OCC)OCC.BrCCBr.BrCCBr.BrCCBr"
C 5.56835 23.22316 9.53689 -0.063
C 6.96799 22.61196 9.75630 -0.238
O 7.38003 22.96697 11.09379 -0.222
P 8.68531 22.44289 11.83824 0.378
O 9.89036 22.88477 11.15976 -0.213
O 8.34639 20.85592 11.95588 -0.191
C 9.41600 19.98478 12.29514 -0.277
C 9.68239 19.85150 13.81823 -0.070
O 8.42696 22.98439 13.29849 -0.198
C 8.66603 24.39544 13.66117 -0.218
C 7.65424 25.25722 12.94546 -0.095
H 4.93522 23.01872 10.42246 0.093
H 5.74251 24.30210 9.42623 0.076
H 5.14952 22.87212 8.63084 0.055
H 6.76380 21.54503 9.73507 0.095
H 7.78997 22.85669 9.05174 0.133
H 9.15186 18.98171 11.93161 0.111
H 10.33165 20.41286 11.76785 0.127
H 9.97241 20.76748 14.35506 0.069
H 8.68180 19.61392 14.26778 0.075
H 10.45242 19.10163 14.05165 0.080
H 8.46660 24.34815 14.78616 0.144
H 9.66063 24.70905 13.38960 0.108
H 7.80537 26.28190 13.33894 0.086
H 7.73645 25.20371 11.86181 0.069
H 6.61749 25.04557 13.26566 0.089
C 8.83022 10.27187 7.46080 -0.079
C 7.64635 11.11527 7.88946 -0.255
O 7.33768 11.04737 9.27662 -0.216
P 7.15873 9.65409 10.01931 0.398
O 6.67108 8.58649 9.11233 -0.218
O 8.53996 9.42090 10.74811 -0.172
C 9.28454 10.43139 11.44010 -0.268
C 10.59577 9.97147 12.01510 -0.073
O 6.33689 10.17110 11.28714 -0.199
C 5.00267 10.61745 11.04215 -0.268
C 4.42381 11.22532 12.30580 -0.043
H 8.82290 9.22448 7.70538 0.068
H 8.90226 10.32150 6.39252 0.066
H 9.78721 10.80526 7.73111 0.098
H 7.84968 12.18055 7.77056 0.117
H 6.78152 10.80083 7.31198 0.117
H 9.50998 11.23599 10.71093 0.114
H 8.58115 10.77316 12.16809 0.100
H 11.27343 9.52030 11.26711 0.082
H 11.11790 10.72779 12.62641 0.087
H 10.45535 9.06269 12.65496 0.088
H 5.13378 11.36370 10.29131 0.098
H 4.52132 9.70989 10.70241 0.121
H 4.84612 12.23968 12.41637 0.044
H 3.35099 11.35187 12.09394 0.087
H 4.62868 10.58883 13.21680 0.109
Br 4.06746 16.11500 9.64249 0.614
C 5.73261 17.16819 9.60415 -0.709
C 6.34308 17.06929 8.25318 -0.696
Br 7.99279 18.12221 8.37931 0.621
H 6.38908 16.79738 10.37885 0.011
H 5.35967 18.16501 9.78520 0.047
H 5.68422 17.53052 7.51257 0.060
H 6.54696 16.05045 7.89607 0.062
Br 4.35316 16.82508 14.63364 0.671
C 5.64306 16.57371 16.02676 -0.776
C 6.80164 17.44717 15.81581 -0.751
Br 8.27577 16.99818 17.03522 0.608
H 5.93572 15.50179 16.09365 0.013
H 4.92607 16.82102 16.89755 0.078
H 6.57647 18.52304 15.88175 0.069
H 7.10024 17.36663 14.77423 0.029
Br 8.65189 14.65832 10.55667 0.552
C 6.89755 13.90565 11.28018 -0.610
C 6.41098 14.57800 12.55294 -0.682
Br 7.46789 14.14785 14.15540 0.660
H 7.08665 12.84071 11.49492 0.030
H 6.15443 14.01744 10.45833 0.043
H 5.42004 14.13473 12.79707 0.044
H 6.34184 15.63964 12.53093 0.004